(1)
C4H8N | the ωB97M-V functional and the def2-TZVPD basis

Structure (XYZ):
```
13
Properties=species:S:1:pos:R:3
C 1.771 -1.090 -1.160
C 0.709 -0.347 -0.419
C -0.538 -0.563 -0.109
N -1.406 0.348 0.522
C -0.653 1.513 1.034
H 1.733 -2.170 -0.964
H 1.720 -0.843 -2.207
H 2.740 -0.746 -0.783
H -1.295 2.381 1.227
H -1.095 -1.442 -0.448
H -2.012 -0.053 1.227
H -0.070 1.271 1.937
H 0.032 1.769 0.222
```

## Properties
Kohn-Sham gap in eV: 6.439
Relative energy (zero: lowest compared OMol25 entry of this formula, charge and spin) in kJ/mol: 334.5
2S+1: 1
DFT total energy in a.u.: -211.543686
Total charge: +1
HOMO level in eV: -14.4


(2)
C4H8N | the ωB97M-V functional and the def2-TZVPD basis

Structure (XYZ):
```
13
Properties=species:S:1:pos:R:3
C -0.501 -0.854 -1.192
C -0.874 0.695 -1.057
C -0.162 -0.049 0.003
C 0.068 -0.238 1.386
N 1.350 0.441 0.882
H -1.312 -1.585 -1.007
H 0.231 -1.072 -2.031
H -0.467 1.467 -1.628
H -1.902 0.876 -0.795
H -0.467 0.321 2.150
H 0.348 -1.286 1.601
H 1.559 1.463 0.565
H 2.129 -0.178 1.121
```

## Properties
Kohn-Sham gap in eV: 11.876
Relative energy (zero: lowest compared OMol25 entry of this formula, charge and spin) in kJ/mol: 218.0
2S+1: 1
DFT total energy in a.u.: -211.588059
Total charge: +1
HOMO level in eV: -16.1
SMILES: C1CC12C[NH2+]2


(3)
C4H8N | the ωB97M-V functional and the def2-TZVPD basis

Structure (XYZ):
```
13
Properties=species:S:1:pos:R:3
C -0.853 1.737 -0.896
C -0.401 1.289 0.520
C 0.140 -0.014 0.523
N 0.385 -1.189 0.614
C 0.973 -2.376 0.282
H -1.279 1.073 -1.661
H -0.042 2.097 -1.536
H -1.801 2.413 -0.830
H 0.390 2.047 0.860
H -1.151 1.254 1.309
H 1.883 -2.617 0.882
H 0.387 -3.271 0.706
H 1.370 -2.442 -0.773
```

## Properties
Kohn-Sham gap in eV: 11.946
Relative energy (zero: lowest compared OMol25 entry of this formula, charge and spin) in kJ/mol: 104.5
2S+1: 1
DFT total energy in a.u.: -211.631300
Total charge: +1
HOMO level in eV: -16.5
SMILES: CCC#[N+]C


(4)
C4H8N | the ωB97M-V functional and the def2-TZVPD basis

Structure (XYZ):
```
13
Properties=species:S:1:pos:R:3
C 0.349 -2.300 -1.143
C -0.552 1.112 -0.770
C 0.040 0.228 1.441
C 0.487 0.704 0.089
N 0.273 -1.235 -0.746
H 0.477 -3.353 -1.388
H -1.503 0.819 -0.357
H -0.456 0.600 -1.713
H -0.434 2.209 -0.852
H 0.416 0.818 2.272
H -1.102 0.265 1.663
H 0.526 -0.725 1.600
H 1.479 0.859 -0.096
```

## Properties
Kohn-Sham gap (spin up / spin down) in eV: 9.800 / 6.312
Relative energy (zero: lowest compared OMol25 entry of this formula, charge and spin) in kJ/mol: 306.0
2S+1: 3
DFT total energy in a.u.: -211.401818
Total charge: +1
HOMO level (spin up / spin down) in eV: -12.4 / -17.2


(5)
C4H8N2 | the ωB97M-V functional and the def2-TZVPD basis

Structure (XYZ):
```
14
Properties=species:S:1:pos:R:3
C 1.533 -0.028 0.746
N 0.171 -0.292 0.265
C -0.820 -0.066 1.095
C 0.076 -0.583 -1.057
C -1.175 -0.896 -1.613
N -2.233 -1.161 -2.025
H 1.802 1.004 0.498
H 2.219 -0.724 0.260
H 1.558 -0.179 1.825
H -1.839 -0.166 0.745
H -0.991 1.862 -0.282
H -0.590 0.191 2.119
H 0.991 -0.638 -1.625
H -0.704 1.674 -0.952
```

## Properties
Kohn-Sham gap (spin up / spin down) in eV: 8.234 / 8.233
Relative energy (zero: lowest compared OMol25 entry of this formula, charge and spin) in kJ/mol: 302.5
2S+1: 1
DFT total energy in a.u.: -266.606796
HOMO level (spin up / spin down) in eV: -7.8 / -7.8


(6)
C4H8N2 | the ωB97M-V functional and the def2-TZVPD basis

Structure (XYZ):
```
14
Properties=species:S:1:pos:R:3
H 0.712 -1.562 1.309
N 1.205 -1.519 0.411
C 0.554 -0.784 -0.434
C -0.648 0.055 -0.044
C -2.025 -0.525 -0.086
N -0.304 1.240 0.225
C 1.431 1.341 0.077
H 0.768 -0.710 -1.505
H -2.763 0.232 0.186
H -2.089 -1.365 0.611
H -2.237 -0.901 -1.090
H 2.166 0.910 -0.605
H 1.726 1.188 1.114
H 1.505 2.401 -0.169
```

## Properties
Kohn-Sham gap in eV: 10.428
Relative energy (zero: lowest compared OMol25 entry of this formula, charge and spin) in kJ/mol: 268.3
2S+1: 1
DFT total energy in a.u.: -266.619826
HOMO level in eV: -9.5
SMILES: [H]/N=C\C(C)=N/C


(7)
C4H8N2 | the ωB97M-V functional and the def2-TZVPD basis

Structure (XYZ):
```
14
Properties=species:S:1:pos:R:3
C 1.825 -0.140 -0.059
N 1.095 -1.377 0.219
C 0.607 -0.473 -0.817
C -0.607 0.392 -0.615
C -1.700 -0.056 0.253
N -0.903 0.965 0.883
H 2.803 -0.258 -0.513
H 1.723 0.672 0.658
H 0.554 -1.263 1.074
H 0.736 -0.886 -1.823
H -0.467 1.459 -0.707
H -1.490 -0.994 0.763
H -2.745 0.113 0.042
H -1.439 1.841 0.727
```

## Properties
Kohn-Sham gap in eV: 10.465
Relative energy (zero: lowest compared OMol25 entry of this formula, charge and spin) in kJ/mol: 368.0
2S+1: 1
DFT total energy in a.u.: -266.581825
HOMO level in eV: -9.4
SMILES: C1N[C@H]1[C@H]1CN1


(8)
C4H8N2 | the ωB97M-V functional and the def2-TZVPD basis

Structure (XYZ):
```
14
Properties=species:S:1:pos:R:3
C -0.477 1.643 0.137
N -0.418 0.117 -0.380
C -1.101 -0.895 0.414
C 0.900 -0.223 -0.876
C 1.855 -0.418 0.231
N 2.583 -0.606 1.110
H -1.196 1.606 0.961
H -0.930 0.857 -1.015
H 0.515 1.866 0.547
H -0.603 -0.990 1.386
H -1.104 -1.859 -0.105
H -2.132 -0.572 0.572
H 1.240 0.611 -1.501
H 0.868 -1.136 -1.481
```

## Properties
Kohn-Sham gap in eV: 8.351
Relative energy (zero: lowest compared OMol25 entry of this formula, charge and spin) in kJ/mol: 414.3
2S+1: 1
DFT total energy in a.u.: -266.564205
HOMO level in eV: -7.8


(9)
C4H8N2 | the ωB97M-V functional and the def2-TZVPD basis

Structure (XYZ):
```
14
Properties=species:S:1:pos:R:3
C 1.961 0.117 -0.028
C 0.529 0.499 0.190
N -0.216 -0.333 -0.725
C -1.635 -0.099 -0.635
C -2.208 -0.269 0.711
N -2.597 -0.412 1.789
H 2.686 0.488 -0.741
H 2.188 -0.972 -0.027
H 2.512 0.268 1.145
H 0.199 0.454 1.248
H 0.497 1.552 -0.139
H 0.093 -1.411 -0.514
H -2.119 -0.801 -1.315
H -1.889 0.919 -0.959
```

## Properties
Kohn-Sham gap in eV: 10.767
Relative energy (zero: lowest compared OMol25 entry of this formula, charge and spin) in kJ/mol: 177.6
2S+1: 1
DFT total energy in a.u.: -266.654373
HOMO level in eV: -9.9
SMILES: CCNCC#N


(10)
C4H8N2 | the ωB97M-V functional and the def2-TZVPD basis

Structure (XYZ):
```
14
Properties=species:S:1:pos:R:3
C -1.788 -0.058 -0.427
C -0.717 -0.027 0.660
C 0.170 1.190 0.140
C 1.317 -0.584 -0.218
H -1.221 -0.535 -1.363
H -2.886 -0.809 -0.156
H -2.411 1.014 -0.926
H -1.027 0.302 1.717
H -0.747 1.740 -0.392
H 0.705 1.616 0.925
H 2.391 -1.135 -0.390
H -0.105 -2.065 -0.196
N 1.428 0.671 -0.322
N 0.202 -1.136 0.301
```

## Properties
Kohn-Sham gap in eV: 9.638
Relative energy (zero: lowest compared OMol25 entry of this formula, charge and spin) in kJ/mol: 439.9
2S+1: 1
DFT total energy in a.u.: -266.554450
HOMO level in eV: -8.7


(11)
C4H8N2 | the ωB97M-V functional and the def2-TZVPD basis

Structure (XYZ):
```
14
Properties=species:S:1:pos:R:3
C -0.364 -0.280 -0.538
C -2.268 0.690 0.000
C 1.998 -0.502 0.469
C 0.758 0.450 0.233
N -0.360 -0.798 -1.860
N -0.524 -1.617 -0.989
H -2.156 0.318 0.953
H -3.069 0.230 -0.635
H -2.115 1.780 -0.110
H 1.705 -1.123 1.315
H 2.794 0.124 0.728
H 2.190 -1.149 -0.458
H 1.126 1.261 -0.277
H 0.286 0.616 1.170
```

## Properties
Kohn-Sham gap in eV: 9.735
Relative energy (zero: lowest compared OMol25 entry of this formula, charge and spin) in kJ/mol: 485.0
2S+1: 1
DFT total energy in a.u.: -266.537261
HOMO level in eV: -8.9


(12)
C4H8N2 | the ωB97M-V functional and the def2-TZVPD basis

Structure (XYZ):
```
14
Properties=species:S:1:pos:R:3
C 0.258 -1.043 -0.001
C -0.593 0.033 0.187
C 1.721 -0.819 0.068
C -0.161 1.478 0.173
N -1.996 -0.154 -0.238
N -2.446 0.556 -1.025
H -0.166 -2.053 -0.092
H 2.102 -0.792 1.082
H 1.928 0.024 -0.522
H 2.373 -1.783 -0.308
H 0.856 1.775 0.287
H -0.708 1.991 0.957
H -0.636 1.854 -0.780
H -2.533 -1.065 0.213
```

## Properties
Kohn-Sham gap in eV: 8.897
Relative energy (zero: lowest compared OMol25 entry of this formula, charge and spin) in kJ/mol: 379.6
2S+1: 1
DFT total energy in a.u.: -266.577413
HOMO level in eV: -8.0


(13)
C4H8N2 | the ωB97M-V functional and the def2-TZVPD basis

Structure (XYZ):
```
14
Properties=species:S:1:pos:R:3
C 1.909 -0.024 0.410
N 0.557 -0.557 0.502
C -0.392 0.038 -0.421
C -1.740 -0.693 -0.335
C -0.534 1.509 -0.216
N -0.573 2.652 -0.032
H 2.321 -0.264 -0.576
H 2.534 -0.518 1.158
H 1.975 1.067 0.555
H 0.209 -0.440 1.450
H 0.018 -0.083 -1.432
H -2.571 -0.070 -0.677
H -1.705 -1.604 -0.939
H -1.939 -0.996 0.698
```

## Properties
Kohn-Sham gap in eV: 10.700
Relative energy (zero: lowest compared OMol25 entry of this formula, charge and spin) in kJ/mol: 49.9
2S+1: 1
DFT total energy in a.u.: -266.702995
HOMO level in eV: -9.7
SMILES: CN[C@@H](C)C#N


(14)
C4H8N2 | the ωB97M-V functional and the def2-TZVPD basis

Structure (XYZ):
```
14
Properties=species:S:1:pos:R:3
H -3.983 0.708 0.157
N -3.480 -0.060 -0.285
N -2.276 0.161 0.023
C -1.251 -0.688 -0.373
C 0.070 -0.157 0.037
C 1.314 -0.944 -0.219
C 0.270 1.124 0.796
H -1.285 -1.561 -1.152
H 1.197 -1.992 -0.204
H 1.654 -0.732 -1.203
H 2.018 -0.704 0.451
H 1.287 0.975 1.207
H -0.431 1.275 1.630
H 0.196 1.993 0.091
```

## Properties
Kohn-Sham gap (spin up / spin down) in eV: 8.904 / 8.905
Relative energy (zero: lowest compared OMol25 entry of this formula, charge and spin) in kJ/mol: 279.5
2S+1: 1
DFT total energy in a.u.: -266.615560
HOMO level (spin up / spin down) in eV: -8.7 / -8.7
SMILES: [H]/N=N/C=C(C)C


(15)
C4H8N2 | the ωB97M-V functional and the def2-TZVPD basis

Structure (XYZ):
```
14
Properties=species:S:1:pos:R:3
N 1.974 0.508 0.637
C 1.513 0.265 -0.737
C 0.382 -0.585 -0.288
C -0.730 -0.001 0.194
C -2.019 0.230 -0.419
N -1.861 -0.665 0.768
H 2.379 -0.323 1.058
H 1.120 0.789 1.131
H 2.293 -0.203 -1.348
H 1.228 1.226 -1.180
H 0.629 -1.616 -0.051
H -2.146 -0.362 -1.322
H -2.614 1.129 -0.351
H -2.184 -0.135 1.582
```

## Properties
Kohn-Sham gap in eV: 8.594
Relative energy (zero: lowest compared OMol25 entry of this formula, charge and spin) in kJ/mol: 386.7
2S+1: 1
DFT total energy in a.u.: -266.574728
HOMO level in eV: -7.9
SMILES: NC/C=C1\CN1


(16)
C4H8N2 | the ωB97M-V functional and the def2-TZVPD basis

Structure (XYZ):
```
14
Properties=species:S:1:pos:R:3
C -0.409 -1.210 2.267
C -0.057 -0.287 -0.013
C -1.153 -0.615 3.214
C 1.254 1.348 -2.797
N -0.129 -0.639 1.089
N 0.027 0.108 -1.275
H 0.007 -2.212 2.367
H -1.544 0.389 3.126
H -1.386 -1.155 4.124
H 1.337 2.271 -2.232
H 2.123 0.700 -2.827
H 0.499 1.267 -3.570
H 0.188 -0.680 -1.919
H -0.756 0.714 -1.553
```

## Properties
Kohn-Sham gap (spin up / spin down) in eV: 6.418 / 6.418
Relative energy (zero: lowest compared OMol25 entry of this formula, charge and spin) in kJ/mol: 288.9
2S+1: 1
DFT total energy in a.u.: -265.864439
Total charge: +2
HOMO level (spin up / spin down) in eV: -18.4 / -18.4


(17)
C4H8N2 | the ωB97M-V functional and the def2-TZVPD basis

Structure (XYZ):
```
14
Properties=species:S:1:pos:R:3
C 1.408 -0.338 -0.196
C 0.017 0.177 -0.177
C 2.664 0.006 0.092
C -1.170 -0.726 -0.040
N 0.115 1.420 -0.240
N -2.347 0.273 0.024
H 3.433 -0.624 -0.555
H 2.988 -0.143 1.102
H 3.001 1.065 -0.055
H -0.952 -1.148 0.893
H -1.364 -1.468 -0.783
H -2.267 0.519 -0.930
H -2.291 1.093 0.664
H -3.236 -0.106 0.202
```

## Properties
Kohn-Sham gap (spin up / spin down) in eV: 7.685 / 7.690
Relative energy (zero: lowest compared OMol25 entry of this formula, charge and spin) in kJ/mol: 475.9
2S+1: 1
DFT total energy in a.u.: -265.793199
Total charge: +2
HOMO level (spin up / spin down) in eV: -19.9 / -19.9